(1)
Here is a structure of composition CH3Br2P from the Open Molecules 2025 dataset. Energies are from ωB97M-V/def2-TZVPD.

Properties
highest occupied orbital energy = -9.9 eV
ΔE to the lowest compared entry with this formula, charge and spin = 259.2 kJ/mol

Last column: Löwdin charge in e.
Atoms and positions in Å:
1 C -0.564 1.386 -0.001  -1.4584
2 P 0.495 0.140 1.092  0.7008
3 Br 0.553 2.880 0.080  0.5530
4 Br -2.388 1.880 0.612  0.4840
5 H -0.752 0.848 -0.938  -0.0109
6 H -0.234 -0.846 0.484  -0.1380
7 H -0.242 0.095 2.256  -0.1305

---

(2)
Here is a cluster of 13 separate species, C52H65N13 in total from the Open Molecules 2025 dataset. Energies are from ωB97M-V/def2-TZVPD.

Properties
highest occupied orbital energy = -8.0 eV
ΔE to the lowest compared entry with this formula, charge and spin = 1552.2 kJ/mol

Last column: Löwdin charge in e.
Atoms and positions in Å:
1 N 4.413 1.292 -1.452  -0.0153
2 C 5.494 2.046 -1.875  -0.2248
3 C 5.567 3.171 -1.254  -0.1338
4 C 4.325 3.319 -0.452  -0.0939
5 C 3.685 2.161 -0.670  -0.2177
6 H 4.291 0.360 -1.902  0.0831
7 H 6.394 1.291 -2.493  0.1966
8 H 6.381 3.918 -1.207  0.1062
9 H 4.021 4.080 0.319  0.1174
10 H 2.659 1.668 -0.105  0.1729
11 N 1.246 4.574 -1.118  0.0333
12 C 1.870 5.789 -0.882  -0.1629
13 C 1.395 6.219 0.251  -0.1306
14 C 0.369 5.275 0.787  -0.0766
15 C 0.384 4.223 -0.084  -0.1376
16 H 1.303 4.038 -1.954  0.0648
17 H 2.621 6.093 -1.594  0.1134
18 H 1.661 7.140 0.858  0.1091
19 H -0.097 5.351 1.721  0.0556
20 H -0.419 3.507 -0.113  0.0920
21 N -1.651 3.712 5.022  -0.0122
22 C -2.230 2.524 4.457  -0.1439
23 C -1.307 1.883 3.720  -0.0522
24 C -0.098 2.912 3.732  -0.0550
25 C -0.377 3.960 4.521  -0.1334
26 H -2.209 4.490 5.514  0.1720
27 H -3.249 2.274 4.783  0.1035
28 H -1.418 0.936 3.285  0.0363
29 H 0.813 2.852 3.157  0.0769
30 H 0.200 4.595 4.776  0.0099
31 N -4.227 -2.274 5.073  -0.0043
32 C -3.715 -1.271 4.315  -0.0937
33 C -2.915 -1.931 3.297  -0.0491
34 C -2.971 -3.387 3.612  -0.0859
35 C -3.813 -3.559 4.635  -0.1097
36 H -4.939 -1.967 5.722  0.1538
37 H -3.904 -0.342 4.525  0.0522
38 H -2.498 -1.317 2.522  0.0478
39 H -2.481 -4.256 3.172  0.1015
40 H -4.188 -4.278 5.107  0.0377
41 N -1.305 -3.330 -3.205  -0.0358
42 C -2.537 -3.575 -2.603  -0.1018
43 C -3.295 -2.543 -3.053  -0.0762
44 C -2.485 -1.700 -4.015  -0.0770
45 C -1.206 -2.134 -3.935  -0.1592
46 H -0.426 -3.973 -2.946  0.1376
47 H -2.535 -4.453 -2.140  0.0715
48 H -4.260 -2.454 -2.836  0.0361
49 H -2.911 -0.843 -4.537  0.0848
50 H -0.385 -1.859 -4.660  0.1298
51 N 4.430 -2.987 0.672  -0.0433
52 C 5.414 -2.096 0.690  -0.1965
53 C 4.830 -0.897 1.084  -0.0669
54 C 3.476 -1.333 1.650  -0.0784
55 C 3.246 -2.619 1.311  -0.1206
56 H 4.681 -3.894 0.084  0.2152
57 H 6.289 -2.253 0.238  0.0705
58 H 5.271 0.263 1.113  0.1532
59 H 2.769 -0.567 2.055  0.1000
60 H 2.452 -3.058 1.483  0.0218
61 N 2.573 2.897 -3.349  -0.0255
62 C 2.846 4.022 -4.001  -0.1765
63 C 1.684 4.420 -4.532  -0.1121
64 C 0.685 3.374 -4.257  -0.1301
65 C 1.338 2.358 -3.647  -0.1628
66 H 3.340 2.306 -2.873  0.1281
67 H 3.880 4.090 -4.216  0.1174
68 H 1.482 5.369 -5.045  0.0950
69 H -0.432 3.376 -4.702  0.1318
70 H 0.747 1.338 -3.284  0.1462
71 N -2.811 3.575 -2.845  -0.0063
72 C -2.903 2.529 -2.029  -0.1512
73 C -3.569 1.576 -2.784  -0.0699
74 C -3.827 2.141 -4.183  -0.0759
75 C -3.415 3.416 -4.087  -0.1585
76 H -2.364 4.424 -2.473  0.1614
77 H -2.694 2.244 -1.193  0.0076
78 H -3.866 0.519 -2.500  0.0922
79 H -4.427 1.563 -4.836  0.0702
80 H -3.349 4.308 -4.753  0.1217
81 N -1.348 -2.018 6.092  0.0078
82 C -0.431 -0.961 5.881  -0.0863
83 C 0.149 -0.823 7.107  -0.1177
84 C -0.446 -1.728 8.073  -0.1405
85 C -1.381 -2.323 7.421  -0.2369
86 H -2.243 -2.249 5.563  0.0845
87 H -0.234 -0.640 4.848  0.0986
88 H 1.033 -0.381 7.213  0.0394
89 H -0.160 -1.644 9.242  0.1468
90 H -2.246 -2.884 7.945  0.1402
91 N -5.890 -1.746 -0.019  -0.0279
92 C -4.557 -1.666 0.342  -0.1883
93 C -4.144 -0.413 0.187  -0.0736
94 C -5.466 0.363 -0.063  -0.0711
95 C -6.494 -0.526 0.005  -0.1581
96 H -6.469 -2.606 -0.066  0.1554
97 H -4.072 -2.673 0.642  0.1401
98 H -3.146 -0.098 0.389  0.0649
99 H -5.589 1.371 -0.193  0.0486
100 H -7.558 -0.225 -0.087  0.1218
101 N 3.545 -1.551 -1.865  -0.0088
102 C 4.728 -1.671 -2.563  -0.1669
103 C 4.562 -1.047 -3.755  -0.0913
104 C 3.095 -0.723 -3.831  -0.1144
105 C 2.499 -1.148 -2.699  -0.1483
106 H 3.490 -1.794 -0.832  0.1167
107 H 5.422 -2.286 -2.008  0.1037
108 H 5.258 -0.977 -4.691  0.1288
109 H 2.519 -0.497 -4.741  0.0996
110 H 1.501 -0.921 -2.333  0.0943
111 N -0.962 -1.154 -0.930  0.0675
112 C -0.703 -1.629 0.290  -0.1858
113 C -0.194 -0.615 1.033  -0.1174
114 C -0.002 0.581 0.195  -0.1042
115 C -0.524 0.285 -0.998  -0.0912
116 H -1.300 -1.521 -1.734  0.0230
117 H -1.136 -2.601 0.477  0.1208
118 H 0.249 -0.735 2.012  0.0787
119 H 0.444 1.481 0.503  0.0481
120 H -0.752 0.914 -1.930  0.1066
121 N 1.365 -5.924 -2.611  -0.0271
122 C 0.981 -6.483 -1.376  -0.1452
123 C 1.039 -5.411 -0.526  -0.1018
124 C 1.177 -4.101 -1.296  -0.0879
125 C 1.468 -4.495 -2.568  -0.1529
126 H 1.525 -6.533 -3.562  0.2150
127 H 0.866 -7.548 -1.018  0.1268
128 H 0.849 -5.462 0.621  0.1171
129 H 1.319 -3.188 -0.960  0.0113
130 H 1.550 -3.987 -3.419  0.0664

---

(3)
Here is a structure of composition C9H10BrN3O4Pd from the Open Molecules 2025 dataset. Energies are from ωB97M-V/def2-TZVPD.

Properties
highest occupied orbital energy = -0.2 eV
charge = -2
ΔE to the lowest compared entry with this formula, charge and spin = 379.5 kJ/mol

Last column: Löwdin charge in e.
Atoms and positions in Å:
1 Pd -0.463 -0.683 -1.048  0.8154
2 N -1.663 -2.310 -0.685  -0.1002
3 C -2.791 -1.881 0.170  -0.2131
4 C -2.392 -0.620 0.970  -0.7933
5 O -3.044 -0.472 2.073  -0.2211
6 N -1.462 0.141 0.486  -0.1101
7 C -0.056 -0.557 2.871  0.0470
8 C 0.825 -1.478 3.524  -0.5459
9 O 1.458 -1.923 4.444  0.0689
10 O 0.525 -1.592 -2.566  -0.6145
11 H -1.933 -2.777 -1.540  0.0736
12 H -1.021 -2.913 -0.182  0.0806
13 H -3.129 -2.683 0.835  0.0862
14 H -3.625 -1.605 -0.481  0.0937
15 H -1.145 -0.626 2.924  0.0694
16 H 0.311 0.361 2.435  0.0948
17 Br 3.636 4.568 -1.853  0.5546
18 C 2.446 3.038 -1.635  -0.6950
19 C 2.619 1.909 -2.393  -0.2011
20 C 1.756 0.789 -2.248  -0.1327
21 N 0.772 0.933 -1.310  -0.1334
22 C 0.607 2.036 -0.575  -0.1718
23 C 1.431 3.138 -0.700  -0.1615
24 H 3.426 1.870 -3.116  0.0587
25 H 1.209 -0.873 -2.697  -0.1593
26 H -0.217 1.993 0.135  0.0604
27 H 1.285 4.024 -0.099  0.0788
28 O 0.634 -1.811 2.261  0.0711

---

(4)
Here is a cluster of 2 separate species, C3H9N4O in total from the Open Molecules 2025 dataset. Energies are from ωB97M-V/def2-TZVPD.

Properties
highest occupied orbital energy = -14.1 eV
charge = +1
ΔE to the lowest compared entry with this formula, charge and spin = 479.2 kJ/mol

Last column: Löwdin charge in e.
Atoms and positions in Å:
1 C -0.556 0.407 -0.320  -0.0842
2 C -2.181 0.226 1.248  -0.0013
3 C -2.527 -0.746 -1.055  0.0329
4 N 4.187 0.014 0.371  -0.2456
5 N 3.260 0.493 -0.261  0.0859
6 N -1.746 0.042 -0.094  -0.1663
7 N 0.502 0.964 -0.429  0.3362
8 O 5.001 -0.818 -0.019  0.0393
9 H -1.380 0.779 1.756  0.1089
10 H -3.138 0.734 1.142  0.1126
11 H -2.241 -0.832 1.766  0.1566
12 H -2.064 -1.701 -1.136  0.1012
13 H -3.565 -0.928 -0.784  0.1121
14 H -2.655 -0.102 -1.908  0.1081
15 H 3.310 0.331 -1.281  0.1197
16 H 4.293 0.272 1.307  0.1568
17 H 1.500 0.865 -0.302  0.0272

---

Number 1: electronic energy -150458.0369 eV. Number 2: electronic energy -74330.4071 eV. Number 3: electronic energy -95674.3368 eV. Number 4: electronic energy -11253.6884 eV.